2 unconnected molecules or ions with the total composition CH5NOS2. Source: the Open Molecules 2025 dataset; level of theory: the ωB97M-V functional and the def2-TZVPD basis.

```
10
Properties=species:S:1:pos:R:3:lowdin_charge:R:1
C 0.837 -1.428 -0.662 -0.38
N -2.561 2.267 1.302 -0.42
O -0.531 1.435 -0.303 -0.48
S 0.951 -1.092 1.173 0.64
S -1.715 2.612 0.208 0.87
H 0.465 -0.615 -1.241 0.01
H 0.302 -2.270 -0.751 -0.02
H 1.871 -1.616 -0.765 0.00
H 1.187 0.186 1.151 -0.19
H -0.807 0.521 -0.113 -0.02
```

Values from the calculation:
ΔE to the lowest compared entry with this formula, charge and spin (kcal per mole): 63.6
HOMO energy (Eh): -0.3374

C9H16N2O3 in the gas phase. Source: the Open Molecules 2025 dataset; level of theory: the ωB97M-V functional and the def2-TZVPD basis.

```
30
Properties=species:S:1:pos:R:3:lowdin_charge:R:1
C -3.411 0.852 0.042 -0.09
N -2.166 0.307 -0.321 0.03
C -1.152 0.259 0.626 -0.42
O -1.311 0.670 1.757 0.08
C 0.171 -0.403 0.206 -0.25
O -0.056 -1.375 -0.811 -0.13
C -0.786 -2.415 -0.396 -0.13
C 1.007 -1.107 1.403 0.00
C 2.427 -0.763 0.998 -0.01
N 2.530 0.030 0.038 -0.24
O 3.502 0.437 -0.646 -0.05
C 1.218 0.670 -0.267 -0.36
C 1.270 0.822 -1.775 -0.01
C 1.080 2.006 0.452 0.04
H -3.956 1.046 -0.880 0.09
H -4.092 0.181 0.538 0.08
H -3.390 1.694 0.669 0.07
H -1.960 0.023 -1.275 0.15
H -0.160 -3.188 0.104 0.10
H -1.200 -2.956 -1.297 0.12
H -1.569 -1.988 0.197 0.09
H 0.934 -2.146 1.491 0.09
H 0.730 -0.714 2.327 0.10
H 3.299 -1.363 1.380 0.16
H 2.214 1.282 -2.080 0.10
H 0.346 1.397 -2.133 0.12
H 1.213 -0.108 -2.185 0.04
H 1.999 2.446 0.600 0.08
H 0.704 1.722 1.390 0.07
H 0.563 2.681 -0.150 0.08
```

Values from the calculation:
ΔE to the lowest compared entry with this formula, charge and spin (kcal per mole): 118.5
SMILES: CNC(=O)[C@]1(OC)CC=[N+]([O-])C1(C)C
HOMO energy (Eh): -0.3183

8 unconnected molecules or ions with the total composition C45H67F3N7O3PS. Source: the Open Molecules 2025 dataset; level of theory: the ωB97M-V functional and the def2-TZVPD basis.

```
127
Properties=species:S:1:pos:R:3:lowdin_charge:R:1
C -1.825 3.799 -3.405 -0.10
C -1.608 2.566 -4.306 -0.25
C -0.346 1.763 -3.959 -0.23
C -0.378 0.340 -4.532 -0.19
C -1.454 -0.487 -3.812 -0.20
C -0.948 -1.583 -2.850 -0.19
C -1.754 -1.546 -1.558 -0.22
C -1.317 -2.521 -0.449 -0.14
C -1.473 -2.025 1.011 -0.30
C -2.752 -1.189 1.203 -0.11
O -2.527 0.087 1.882 -0.25
S -1.474 1.121 1.302 0.68
O -1.901 1.549 -0.004 -0.26
O -1.281 2.084 2.365 -0.27
C 0.026 0.118 1.157 -0.29
C 0.655 0.203 -0.249 -0.15
C 2.057 0.857 -0.160 -0.05
C 2.860 0.784 -1.449 -0.59
F 4.196 0.848 -1.195 0.10
F 2.669 -0.379 -2.094 0.13
F 2.619 1.771 -2.327 0.13
C -0.285 -1.308 1.688 -0.42
P 1.097 -2.514 2.022 0.95
C 2.211 -2.685 0.581 -0.29
C 2.133 -1.463 3.111 -0.29
H -2.653 3.642 -2.706 0.07
H -2.064 4.695 -3.984 0.07
H -0.935 4.026 -2.814 0.06
H -1.553 2.882 -5.354 0.11
H -2.488 1.921 -4.226 0.09
H 0.529 2.300 -4.341 0.11
H -0.257 1.709 -2.866 0.09
H 0.603 -0.138 -4.435 0.10
H -0.594 0.402 -5.608 0.11
H -2.043 0.219 -3.209 0.09
H -2.157 -0.927 -4.525 0.11
H 0.121 -1.456 -2.644 0.09
H -1.052 -2.566 -3.328 0.12
H -1.754 -0.511 -1.211 0.08
H -2.797 -1.770 -1.823 0.13
H -1.927 -3.426 -0.562 0.12
H -0.289 -2.857 -0.622 0.09
H -1.585 -2.926 1.627 0.12
H -3.294 -0.995 0.280 0.12
H -3.443 -1.704 1.877 0.12
H 0.686 0.616 1.877 0.12
H 0.707 -0.786 -0.707 0.09
H 0.041 0.811 -0.923 0.10
H 2.665 0.364 0.600 0.11
H 1.928 1.913 0.091 0.15
H -0.629 -1.139 2.721 0.11
H 1.786 -3.373 -0.158 0.00
H 3.113 -3.170 0.978 0.05
H 2.537 -1.784 0.071 0.02
H 2.604 -0.616 2.599 0.03
H 2.910 -2.082 3.563 0.04
H 1.494 -1.069 3.910 0.04
C -5.842 -4.496 3.843 -0.11
C -5.955 -3.355 3.003 -0.12
C -6.354 -3.792 1.768 -0.14
N -6.491 -5.153 1.832 0.00
C -6.179 -5.589 3.091 -0.14
H -5.555 -4.508 4.881 0.09
H -5.774 -2.329 3.283 0.08
H -6.562 -3.254 0.859 0.10
H -6.781 -5.740 1.073 0.14
H -6.232 -6.634 3.346 0.10
C -3.005 6.885 3.197 -0.12
C -3.850 6.473 2.131 -0.12
C -3.551 5.162 1.862 -0.14
N -2.565 4.767 2.719 0.01
C -2.226 5.808 3.534 -0.15
H -2.973 7.857 3.660 0.08
H -4.587 7.070 1.620 0.08
H -3.953 4.481 1.131 0.10
H -2.154 3.845 2.737 0.09
H -1.463 5.698 4.285 0.10
C -6.184 0.077 5.987 -0.11
C -5.515 -0.824 6.859 -0.11
C -4.329 -1.164 6.264 -0.15
N -4.258 -0.502 5.069 0.00
C -5.382 0.257 4.892 -0.15
H -7.141 0.544 6.148 0.09
H -5.864 -1.180 7.814 0.09
H -3.535 -1.815 6.589 0.10
H -3.497 -0.561 4.417 0.13
H -5.512 0.861 4.010 0.11
C 7.750 3.074 1.816 -0.11
C 6.900 4.208 1.708 -0.11
C 5.807 3.825 0.976 -0.15
N 5.963 2.510 0.637 0.01
C 7.144 2.045 1.145 -0.14
H 8.698 3.022 2.325 0.09
H 7.071 5.188 2.120 0.09
H 4.935 4.378 0.670 0.09
H 5.311 1.968 0.100 0.11
H 7.454 1.026 0.987 0.11
C 0.809 -6.032 -2.374 -0.11
C 1.888 -5.593 -1.558 -0.12
C 1.602 -5.961 -0.270 -0.15
N 0.398 -6.606 -0.278 0.01
C -0.095 -6.653 -1.554 -0.14
H 0.708 -5.909 -3.440 0.09
H 2.774 -5.066 -1.874 0.08
H 2.153 -5.823 0.645 0.11
H -0.056 -6.986 0.530 0.15
H -1.037 -7.125 -1.770 0.11
C 1.584 6.997 -3.701 -0.11
C 1.612 5.599 -3.952 -0.11
C 2.270 5.006 -2.908 -0.14
N 2.642 5.997 -2.038 0.00
C 2.227 7.211 -2.512 -0.14
H 1.140 7.758 -4.321 0.09
H 1.196 5.087 -4.803 0.09
H 2.505 3.975 -2.713 0.08
H 3.145 5.858 -1.183 0.13
H 2.422 8.118 -1.966 0.11
C 6.792 -3.191 -2.587 -0.11
C 5.905 -2.097 -2.779 -0.11
C 4.757 -2.594 -3.337 -0.14
N 4.913 -3.947 -3.476 0.00
C 6.151 -4.319 -3.025 -0.14
H 7.786 -3.154 -2.174 0.09
H 6.092 -1.063 -2.543 0.09
H 3.852 -2.096 -3.641 0.10
H 4.226 -4.571 -3.854 0.14
H 6.465 -5.348 -3.049 0.11
```

Values from the calculation:
SMILES: CCCCCCCC[C@@H]1COS(=O)(=O)[C@H](CCC(F)(F)F)[C@@H]1P(C)C.c1cc[nH]c1.c1cc[nH]c1.c1cc[nH]c1.c1cc[nH]c1.c1cc[nH]c1.c1cc[nH]c1.c1cc[nH]c1
HOMO energy (Eh): -0.2847

The lowest HOMO energy belongs to which entry? CH5NOS2